(1)
{
  "formula": "C23H16MnO5Sb",
  "method": "ωB97M-V/def2-TZVPD",
  "de_lowest_kj_mol": 2.3,
  "charge": 2,
  "total_energy_ha": -2652.59954,
  "lumo_energy_ev": [-6.65, -11.35],
  "homo_lumo_gap_ev": [6.02, 2.83],
  "fmax_ev_per_a": 6.11,
  "spin_multiplicity": 5,
  "s2": 6.0910,
  "symbols": ["O", "C", "Mn", "O", "C", "C", "O", "C", "O", "C", "O", "H", "C", "C", "C", "C", "C", "C", "Sb", "C", "C", "C", "C", "C", "C", "C", "C", "C", "C", "C", "C", "H", "H", "H", "H", "H", "H", "H", "H", "H", "H", "H", "H", "H", "H", "H"],
  "positions_angstrom": [[0.33, 0.66, -7.00], [0.45, 0.05, -6.03], [-1.11, -0.96, -2.96], [-2.04, 1.10, -4.94], [-1.59, 0.37, -4.15], [-2.62, -0.90, -1.99], [-3.68, -0.98, -1.52], [0.25, -2.05, -2.37], [0.97, -2.94, -2.12], [-1.66, -2.38, -3.91], [-2.02, -3.37, -4.41], [0.27, -0.19, -3.24], [-1.29, 4.21, 2.27], [-0.14, 4.15, 1.49], [0.11, 3.03, 0.68], [-0.79, 1.97, 0.68], [-1.97, 2.03, 1.42], [-2.21, 3.15, 2.23], [-0.21, 0.16, -0.38], [1.94, 0.13, -0.03], [2.76, -0.05, -1.14], [4.15, -0.16, -0.98], [4.72, -0.08, 0.29], [3.89, 0.13, 1.41], [2.50, 0.24, 1.25], [-0.79, -1.24, 1.21], [-0.70, -0.87, 2.56], [-1.15, -1.75, 3.55], [-1.70, -2.99, 3.18], [-1.75, -3.36, 1.83], [-1.28, -2.49, 0.84], [-1.48, 5.08, 2.90], [0.57, 4.98, 1.48], [1.01, 2.99, 0.06], [-2.70, 1.22, 1.39], [-3.13, 3.21, 2.82], [2.33, -0.10, -2.15], [4.78, -0.30, -1.86], [5.80, -0.16, 0.42], [4.34, 0.21, 2.40], [1.87, 0.42, 2.12], [-0.32, 0.10, 2.85], [-1.10, -1.46, 4.60], [-2.09, -3.66, 3.94], [-2.17, -4.33, 1.53], [-1.34, -2.80, -0.21]],
  "mulliken_charge": [-0.20, 0.15, 0.53, -0.27, 0.29, 0.23, -0.33, 0.58, -0.34, 0.08, -0.28, -0.04, -0.56, -0.42, -0.34, 0.20, -0.10, -0.52, 0.74, 0.60, -0.40, -0.65, -0.49, -0.69, -0.12, 0.80, -0.16, -0.77, -0.46, -0.72, -0.36, 0.44, 0.45, 0.48, 0.50, 0.44, 0.34, 0.45, 0.42, 0.42, 0.22, 0.36, 0.43, 0.43, 0.45, 0.19]
}

=====

(2)
{
  "formula": "C23H17ClNO7S3",
  "method": "ωB97M-V/def2-TZVPD",
  "charge": -1,
  "total_energy_ha": -3122.73963,
  "lumo_energy_ev": 1.67,
  "homo_lumo_gap_ev": 4.34,
  "fmax_ev_per_a": 3.98,
  "symbols": ["N", "C", "C", "C", "C", "C", "S", "C", "Cl", "O", "O", "C", "C", "H", "H", "H", "H", "H", "C", "O", "C", "C", "C", "C", "C", "C", "S", "O", "O", "C", "C", "C", "C", "C", "C", "S", "O", "O", "C", "C", "H", "H", "H", "H", "H", "H", "H", "H", "H", "H", "H", "H"],
  "positions_angstrom": [[-11.21, 0.08, 0.43], [-10.05, 0.06, 0.25], [-8.63, 0.04, 0.02], [-7.93, -1.17, 0.01], [-6.56, -1.20, -0.23], [-5.89, 0.01, -0.44], [-4.09, 0.01, -0.76], [-3.35, 0.28, 0.77], [-1.73, 0.05, 0.96], [-3.82, -1.34, -1.22], [-3.89, 1.12, -1.65], [-6.56, 1.22, -0.44], [-7.94, 1.24, -0.20], [-8.48, -2.11, 0.18], [-6.02, -2.15, -0.25], [-3.93, 0.71, 1.58], [-6.03, 2.15, -0.64], [-8.48, 2.18, -0.20], [3.34, -4.92, -3.09], [3.13, -3.61, -3.67], [2.71, -2.64, -2.82], [2.48, -2.85, -1.43], [2.11, -1.79, -0.63], [1.93, -0.50, -1.17], [1.59, 0.62, -0.31], [2.34, 0.96, 0.75], [1.98, 2.42, 1.73], [1.66, 3.53, 0.87], [1.13, 2.05, 2.84], [3.69, 2.60, 2.32], [4.54, 1.53, 2.09], [5.88, 1.60, 2.45], [6.35, 2.76, 3.07], [5.48, 3.83, 3.32], [4.14, 3.76, 2.94], [3.85, 0.11, 1.20], [3.54, -0.94, 2.14], [4.69, -0.14, 0.05], [2.12, -0.31, -2.56], [2.52, -1.35, -3.37], [3.64, -5.56, -3.92], [4.12, -4.88, -2.33], [2.40, -5.29, -2.65], [2.63, -3.84, -0.98], [1.93, -1.96, 0.43], [0.75, 1.27, -0.56], [6.53, 0.75, 2.23], [7.39, 2.81, 3.37], [5.85, 4.73, 3.81], [3.44, 4.57, 3.11], [2.00, 0.70, -2.96], [2.72, -1.20, -4.43]],
  "mulliken_charge": [-0.56, 0.06, 0.54, -0.57, -0.33, -0.02, 1.00, -0.64, -0.18, -0.67, -0.66, -0.33, -0.57, 0.39, 0.44, 0.34, 0.39, 0.39, -0.80, -0.46, 1.01, -0.29, -0.48, 0.14, -0.44, -0.47, 1.18, -0.65, -0.60, 0.20, 0.51, -0.77, -0.58, -0.52, -0.72, 1.32, -0.63, -0.61, -0.45, -0.72, 0.23, 0.34, 0.33, 0.33, 0.45, 0.68, 0.43, 0.37, 0.37, 0.43, 0.42, 0.39]
}

=====

(3)
{
  "formula": "C23H17F6NO2",
  "method": "ωB97M-V/def2-TZVPD",
  "total_energy_ha": -1690.97305,
  "lumo_energy_ev": -0.76,
  "homo_lumo_gap_ev": 8.47,
  "fmax_ev_per_a": 3.51,
  "smiles": "Cc1ccc([C@@H](C(c2ccc(C(F)(F)F)cc2)c2ccc(C(F)(F)F)cc2)[N+](=O)[O-])cc1",
  "symbols": ["C", "C", "C", "C", "C", "C", "C", "C", "C", "C", "C", "C", "F", "F", "F", "C", "C", "C", "C", "C", "C", "C", "F", "F", "F", "C", "C", "N", "O", "O", "C", "C", "H", "H", "H", "H", "H", "H", "H", "H", "H", "H", "H", "H", "H", "H", "H", "H", "H"],
  "positions_angstrom": [[4.06, -2.98, 3.18], [2.77, -2.32, 2.84], [1.74, -3.02, 2.24], [0.55, -2.38, 1.83], [0.41, -0.98, 1.93], [-0.73, -0.34, 1.12], [-0.83, -0.22, -0.65], [-2.11, 0.38, -1.25], [-3.17, -0.42, -1.79], [-4.44, 0.12, -1.97], [-4.64, 1.47, -1.65], [-6.04, 2.00, -1.64], [-6.20, 3.16, -0.93], [-6.96, 1.13, -1.09], [-6.48, 2.26, -2.90], [-3.57, 2.31, -1.35], [-2.31, 1.77, -1.12], [0.46, 0.28, -1.21], [0.65, 1.53, -1.88], [1.94, 2.10, -1.94], [3.03, 1.32, -1.54], [4.40, 1.93, -1.55], [5.37, 1.17, -0.96], [4.83, 2.15, -2.83], [4.46, 3.15, -0.92], [2.89, -0.01, -1.16], [1.61, -0.53, -1.00], [-2.01, -1.09, 1.44], [-3.06, -0.56, 1.84], [-2.01, -2.32, 1.10], [1.43, -0.30, 2.68], [2.58, -0.95, 3.11], [4.67, -2.34, 3.83], [3.86, -3.94, 3.69], [4.65, -3.21, 2.27], [1.85, -4.08, 2.04], [-0.23, -2.93, 1.34], [-0.83, 0.75, 1.33], [-0.86, -1.34, -0.61], [-3.01, -1.49, -1.99], [-5.30, -0.52, -2.25], [-3.74, 3.39, -1.23], [-1.51, 2.42, -0.77], [-0.16, 2.13, -2.29], [2.09, 3.14, -2.22], [3.77, -0.63, -0.93], [1.50, -1.58, -0.70], [1.27, 0.79, 2.87], [3.36, -0.39, 3.65]],
  "mulliken_charge": [-1.36, 1.13, -0.72, -0.44, 0.46, -0.50, 0.22, 0.42, -0.35, -0.79, 0.32, 0.79, -0.28, -0.27, -0.25, -1.10, -0.57, -0.17, -0.34, -1.25, 0.47, 0.80, -0.28, -0.25, -0.27, -0.67, -0.60, 1.14, -0.62, -0.63, -0.74, -0.72, 0.35, 0.35, 0.27, 0.37, 0.51, 0.48, 0.78, 0.34, 0.37, 0.37, 0.53, 0.74, 0.40, 0.46, 0.50, 0.30, 0.29]
}

=====

(4)
{
  "formula": "C23H17IrN4SSe2",
  "method": "ωB97M-V/def2-TZVPD",
  "de_lowest_kj_mol": 283.5,
  "charge": 1,
  "total_energy_ha": -6410.67751,
  "lumo_energy_ev": [-3.46, -3.60],
  "homo_lumo_gap_ev": [6.99, 6.46],
  "fmax_ev_per_a": 1.09,
  "spin_multiplicity": 2,
  "s2": 0.8321,
  "symbols": ["Ir", "Se", "Se", "C", "C", "C", "C", "C", "N", "C", "C", "C", "C", "C", "N", "H", "H", "H", "H", "H", "H", "H", "H", "C", "C", "C", "C", "C", "C", "N", "N", "C", "C", "C", "C", "C", "C", "H", "H", "H", "H", "H", "H", "H", "H", "H", "S", "C"],
  "positions_angstrom": [[-0.73, 0.48, 0.10], [-3.21, 1.12, 2.78], [-3.23, -1.02, 1.88], [-1.43, -1.45, 2.41], [-1.17, -2.57, 3.18], [0.13, -2.80, 3.59], [1.11, -1.87, 3.26], [0.76, -0.78, 2.49], [-0.49, -0.59, 2.04], [-3.15, 2.15, 1.16], [-3.89, 3.32, 1.14], [-4.06, 3.99, -0.06], [-3.54, 3.42, -1.21], [-2.79, 2.27, -1.11], [-2.53, 1.67, 0.07], [-1.98, -3.24, 3.46], [0.37, -3.67, 4.18], [2.13, -1.99, 3.60], [1.48, -0.03, 2.20], [-4.36, 3.67, 2.05], [-4.62, 4.91, -0.09], [-3.70, 3.87, -2.18], [-2.36, 1.80, -1.97], [3.32, -5.18, -0.46], [3.83, -3.92, -0.76], [3.03, -2.79, -0.70], [1.69, -2.92, -0.34], [1.18, -4.19, -0.02], [1.99, -5.31, -0.09], [0.71, -1.92, -0.20], [0.82, -0.71, -0.47], [1.28, 1.45, -1.87], [1.63, 2.18, -2.96], [1.06, 3.42, -3.44], [0.39, 4.39, -2.77], [0.16, 4.34, -1.34], [0.04, 3.12, -0.83], [3.95, -6.05, -0.52], [4.87, -3.82, -1.04], [3.49, -1.83, -0.89], [0.14, -4.26, 0.27], [1.58, -6.28, 0.16], [2.38, 1.75, -3.62], [1.30, 3.63, -4.47], [0.13, 5.29, -3.31], [0.09, 5.25, -0.75], [2.06, -0.08, -1.55], [0.15, 1.80, -1.02]],
  "mulliken_charge": [0.49, 0.04, -0.04, 0.45, -0.74, -0.25, -0.76, -0.24, -0.17, 0.38, -0.63, -0.34, -0.63, -0.42, -0.04, 0.43, 0.45, 0.47, 0.45, 0.37, 0.43, 0.46, 0.56, -0.38, -0.94, -0.25, 0.70, -0.13, -0.74, -0.11, 0.19, 0.81, -0.46, -0.61, -0.31, -0.73, 0.12, 0.40, 0.40, 0.34, 0.47, 0.38, 0.35, 0.35, 0.43, 0.44, -0.19, -0.24]
}

=====

(5)
{
  "formula": "C23H17N3O3",
  "method": "ωB97M-V/def2-TZVPD",
  "de_lowest_kj_mol": 409.0,
  "total_energy_ha": -1276.52390,
  "lumo_energy_ev": -0.66,
  "homo_lumo_gap_ev": 8.40,
  "fmax_ev_per_a": 3.08,
  "smiles": "N#Cc1ccc(/C=C/C(=O)N(Cc2ccccc2[N+](=O)[O-])c2ccccc2)cc1",
  "symbols": ["N", "C", "C", "C", "C", "C", "C", "C", "C", "O", "N", "C", "C", "C", "C", "C", "C", "C", "N", "O", "O", "C", "C", "C", "C", "C", "C", "C", "C", "H", "H", "H", "H", "H", "H", "H", "H", "H", "H", "H", "H", "H", "H", "H", "H", "H"],
  "positions_angstrom": [[-5.55, -6.79, 2.12], [-4.71, -5.99, 2.16], [-3.59, -5.08, 2.13], [-3.43, -4.27, 0.98], [-2.41, -3.31, 0.92], [-1.46, -3.24, 1.97], [-0.32, -2.34, 1.93], [-0.29, -1.19, 1.21], [0.84, -0.31, 1.25], [1.70, -0.54, 2.09], [0.99, 0.80, 0.41], [2.09, 1.75, 0.64], [2.58, 2.49, -0.62], [2.34, 3.88, -0.76], [2.81, 4.55, -1.89], [3.50, 3.85, -2.91], [3.72, 2.45, -2.74], [3.26, 1.79, -1.61], [3.47, 0.38, -1.58], [3.94, -0.14, -0.56], [3.18, -0.24, -2.62], [-0.13, 1.23, -0.33], [-0.36, 0.78, -1.63], [-1.38, 1.33, -2.40], [-2.21, 2.28, -1.82], [-2.02, 2.72, -0.51], [-0.98, 2.21, 0.24], [-1.59, -4.09, 3.06], [-2.65, -4.99, 3.15], [-4.08, -4.28, 0.13], [-2.31, -2.63, 0.06], [0.53, -2.56, 2.61], [-1.21, -0.88, 0.67], [2.94, 1.27, 1.20], [1.69, 2.49, 1.34], [1.76, 4.40, -0.04], [2.66, 5.63, -2.01], [3.79, 4.38, -3.83], [4.22, 1.95, -3.56], [0.32, 0.06, -2.08], [-1.49, 1.00, -3.44], [-2.93, 2.81, -2.45], [-2.64, 3.51, -0.02], [-0.91, 2.54, 1.25], [-0.85, -4.05, 3.86], [-2.79, -5.63, 4.04]],
  "mulliken_charge": [-0.48, 0.00, 0.51, -0.66, -0.64, 1.11, -0.56, -0.36, 0.59, -0.69, 0.66, -1.38, 0.77, -0.73, -0.55, -0.62, -0.55, 0.37, 1.09, -0.54, -0.60, -0.89, 0.24, -0.82, -0.44, -0.67, -0.10, -0.48, -0.60, 0.42, 0.37, 0.37, 0.33, 0.47, 0.58, 0.45, 0.37, 0.35, 0.43, 0.47, 0.42, 0.38, 0.35, 0.51, 0.36, 0.40]
}